1.
{
  "formula": "C50H55F16O28P",
  "method": "ωB97M-V/def2-TZVPD",
  "orbital_gap_ev": 7.003,
  "molar_mass_da": 1438.90,
  "total_energy_ha": -5984.1890,
  "spin_multiplicity": 1,
  "elements": ["P", "F", "F", "F", "F", "F", "F", "F", "F", "F", "F", "F", "F", "F", "F", "F", "F", "O", "O", "O", "O", "O", "O", "O", "O", "O", "O", "O", "O", "O", "O", "O", "O", "O", "O", "O", "O", "O", "O", "O", "O", "O", "O", "O", "O", "C", "C", "C", "C", "C", "C", "C", "C", "C", "C", "C", "C", "C", "C", "C", "C", "C", "C", "C", "C", "C", "C", "C", "C", "C", "C", "C", "C", "C", "C", "C", "C", "C", "C", "C", "C", "C", "C", "C", "C", "C", "C", "C", "C", "C", "C", "C", "C", "C", "C", "H", "H", "H", "H", "H", "H", "H", "H", "H", "H", "H", "H", "H", "H", "H", "H", "H", "H", "H", "H", "H", "H", "H", "H", "H", "H", "H", "H", "H", "H", "H", "H", "H", "H", "H", "H", "H", "H", "H", "H", "H", "H", "H", "H", "H", "H", "H", "H", "H", "H", "H", "H", "H", "H", "H"],
  "xyz": [[0.00009, 3.85310, -3.99299], [-2.91128, -0.19565, -6.28739], [3.98963, -1.80578, -1.17003], [3.31503, 0.12529, 0.14249], [2.54278, -3.25924, -2.87968], [-1.23783, -1.21849, 2.33705], [-5.63608, 5.26546, 5.88490], [-2.93902, 7.48422, 2.21111], [2.10796, -7.73081, 3.57424], [2.73603, 1.18494, -1.66039], [-2.51481, 10.11752, -2.55650], [-0.22461, -11.49568, 6.54674], [0.83727, -1.91209, -2.85348], [3.48182, -0.76155, -3.01647], [4.31984, -0.44292, -7.75153], [1.50109, -2.98451, -0.98810], [4.57459, -5.17334, -0.20042], [4.06065, -4.90944, 3.60058], [-3.71421, 0.75939, -1.97882], [4.12255, -7.37754, -0.28889], [-1.17850, 8.68618, -3.66733], [2.52315, -7.36296, -1.87547], [-0.49198, 5.13229, -0.63353], [4.99192, 3.57501, -6.01014], [-1.30826, 7.22638, -0.79999], [-5.64482, 7.41147, 5.20441], [2.65045, -11.00463, 4.73568], [-0.90709, 9.84288, -5.58108], [1.36780, -9.93250, 6.24393], [5.23188, 0.81471, 3.31907], [3.71123, 1.86932, -5.28510], [3.34879, -9.05188, 5.61566], [2.98212, -9.26884, -0.76711], [0.90601, 0.79089, -3.55923], [-3.63878, 8.05208, 6.00993], [2.07521, -5.60992, 2.80960], [-1.58233, 6.06427, 1.11039], [-0.10797, 7.74185, -5.41674], [5.02116, 1.59495, -7.09727], [2.65648, -3.43289, 2.63740], [-5.02711, 9.58074, 5.10908], [-3.22493, -0.20363, 0.76879], [-4.62458, -3.61217, -4.04951], [-4.13196, -1.68822, -5.12405], [-2.47440, -3.03988, -4.41290], [4.29828, -6.19594, -1.04704], [6.50794, 0.35894, 2.87826], [-4.79400, 8.45847, 5.41406], [2.53498, -9.91527, 5.53975], [-0.67758, 8.66649, -4.93809], [0.13516, 1.18661, -2.72548], [-1.87079, -1.99130, -5.16661], [-2.06356, 2.40194, -2.64940], [1.48543, 4.48284, -3.00917], [-3.80043, 6.67412, 6.33187], [-1.85155, 7.42097, 1.40358], [3.91862, -6.28097, 3.97820], [2.43383, 0.04670, -0.92473], [4.22795, -0.18998, 3.13239], [-3.82246, -2.85566, -4.48770], [-1.07268, 6.05100, -0.15633], [-1.43261, 10.04441, -3.37352], [1.47055, -1.34234, 1.79620], [-3.44422, -3.34175, 1.70194], [1.62306, -0.46996, 3.11555], [3.41552, 0.58496, -5.82953], [4.63104, 0.30661, -6.66407], [0.54947, -10.89671, 5.60932], [-2.14262, 8.00783, 0.05303], [3.18467, -8.11664, -0.95970], [2.83948, 0.51516, 3.09479], [2.94237, -1.17856, -1.82396], [0.96006, -0.01987, -0.49350], [-4.52777, -2.35559, 1.10622], [-3.89976, -1.31421, 0.10089], [-5.47098, -1.70252, 2.18298], [1.54820, -11.85817, 5.03328], [-4.75150, -1.20507, 3.48493], [2.90818, -4.54624, 2.98379], [-1.51519, 0.51225, -0.92539], [-0.11199, 0.53597, -1.33443], [4.60909, 2.45714, -6.12002], [-2.93569, -0.93290, -5.15048], [-1.93012, -0.10002, 0.32021], [-6.41519, -0.57722, 1.56069], [-1.72781, 10.63193, -4.72327], [-0.88779, -0.65869, 1.15161], [2.87451, -6.76367, 3.01766], [-1.29448, 5.22428, -3.90424], [-0.76321, 2.42327, -3.04200], [2.96045, -6.01478, -1.70061], [1.88793, -2.30797, -2.10478], [0.51944, -0.64377, 0.76648], [-4.85999, 6.24499, 5.36000], [-2.58959, 1.16794, -1.86123], [-3.95901, -4.30127, 1.95282], [-5.78932, 0.34202, 1.47178], [-3.86140, -0.55767, 3.30932], [4.43256, -0.81336, 2.22128], [2.75024, 1.26557, 2.26387], [7.33046, 0.88059, 3.43291], [-0.79054, 6.20668, -4.10802], [4.28478, -0.88998, 4.01672], [2.77168, 1.12888, 4.03892], [2.43126, -1.68164, 1.36404], [-2.74911, 3.24245, -2.87669], [5.45470, -0.16153, -6.11915], [-2.86701, 6.12835, 6.20100], [0.93315, -2.27033, 2.11683], [-2.77480, 10.51354, -5.01145], [-2.90126, -0.27007, -4.28211], [-7.31272, -0.44115, 2.21395], [6.65240, 0.60994, 1.79300], [-2.71069, -3.56563, 0.88050], [1.34026, 4.37336, -1.90665], [3.27216, -0.15010, -5.04171], [-5.49093, -0.72332, 4.17926], [-5.19278, -3.00137, 0.46240], [2.42458, 3.94493, -3.28674], [3.59110, -6.33992, 5.01789], [-2.07408, 4.99188, -4.66977], [5.12777, -6.32881, -1.74548], [1.18191, -12.35390, 4.13548], [-4.74578, -0.88513, -0.49935], [-1.78658, 5.22686, -2.89614], [-3.18630, 7.88062, -0.24302], [3.26862, -7.11104, 2.06542], [1.73732, -1.19619, 3.96402], [1.65669, 5.57392, -3.20270], [-6.18266, -2.51586, 2.50912], [-0.56449, 10.47967, -2.87232], [-4.12186, 6.57748, 7.37141], [0.67764, 0.11669, 3.23334], [3.03036, -5.49872, -2.65471], [-6.71341, -0.94795, 0.54480], [2.50158, 0.64474, -6.42492], [1.86075, -12.61832, 5.75280], [-0.94381, -1.65709, -4.70177], [-1.46300, 11.68634, -4.78755], [-0.99118, 7.86409, 1.91093], [-4.47587, 5.92940, 4.38680], [2.25048, -5.48266, -1.06376], [-0.08522, -10.40710, 4.86690], [4.86022, -6.81748, 3.87652], [6.63839, -0.75255, 3.00563], [-3.18920, -1.81372, -0.59990], [-2.95086, -2.97239, 2.62656], [-1.88720, 9.06457, -0.00803], [-4.39735, -2.12473, 4.03142], [-1.65027, -2.34899, -6.17507]],
  "forces_ev_per_angstrom": [[0.21, 0.09, -0.70], [-0.05, 0.12, 0.04], [-1.29, 0.44, -0.48], [-1.28, -0.26, -0.86], [-0.56, 1.09, 0.71], [0.36, 0.48, -1.05], [-0.05, -0.08, -0.13], [0.02, -0.02, 0.20], [-0.27, 0.02, -0.27], [-0.81, -1.01, 0.78], [0.05, -0.01, 0.19], [-0.12, 0.08, -0.01], [0.80, -0.28, 1.25], [-1.03, -0.37, 1.25], [0.14, -0.11, -0.04], [0.13, 1.33, -1.13], [0.13, -0.01, 0.06], [-0.54, 0.01, -0.36], [0.04, 0.00, 0.24], [-0.10, -0.05, -0.53], [0.34, 0.48, -0.27], [0.47, -0.07, 0.39], [-0.27, 0.18, 0.19], [-0.10, -0.25, -0.08], [0.05, -0.33, 0.46], [0.73, 0.05, -0.08], [-0.26, 0.35, 0.31], [0.01, -0.29, 0.47], [0.14, -0.09, -0.67], [0.30, -0.64, -0.36], [0.41, -0.03, -0.37], [-0.14, -0.34, 0.13], [0.05, 0.27, 0.08], [0.16, -0.35, 0.34], [-0.42, -0.07, -0.25], [0.61, 0.21, -0.19], [0.36, 0.44, -0.31], [-0.15, 0.38, 0.08], [-0.01, -0.12, 0.62], [0.44, -1.10, 0.48], [0.03, -0.25, 0.11], [1.09, -0.31, -0.91], [0.20, 0.14, -0.13], [0.47, -0.18, 0.50], [-0.41, 0.29, -0.05], [0.08, 0.35, 0.45], [0.64, -0.01, -0.40], [-0.13, 0.87, -0.07], [0.78, 0.52, 0.09], [0.33, -0.51, -0.63], [-1.21, 1.12, 0.43], [0.78, -0.09, 0.08], [0.59, -0.86, 0.37], [0.10, -0.13, 0.97], [0.67, -0.19, 0.32], [-0.43, -0.16, 0.29], [0.67, -0.20, 0.44], [1.13, 0.86, -0.20], [-0.45, -0.14, 0.26], [-0.50, -0.58, 0.20], [0.27, -0.53, -0.47], [-0.42, -0.23, 0.24], [-1.37, 0.40, -0.04], [-0.72, -0.05, -0.46], [0.52, -0.19, -0.68], [-0.54, -0.33, 0.50], [-0.15, -0.02, -0.55], [-0.26, -0.15, 0.54], [-0.12, 0.64, -0.38], [-0.44, -0.77, -0.01], [-0.22, 0.23, 0.76], [1.21, -0.39, 0.26], [-3.05, 0.06, 0.74], [0.55, 0.06, -0.10], [-1.61, -0.68, -0.04], [-0.82, 0.18, 0.21], [0.08, -0.59, -0.49], [-0.16, -0.98, 0.24], [0.12, 0.68, 0.09], [0.64, -0.35, 0.23], [-0.16, -0.23, 0.88], [-0.02, 0.81, 0.16], [-0.15, 0.26, -0.52], [1.75, -0.29, 0.26], [1.11, -1.10, 0.10], [-0.09, 0.66, -0.40], [0.82, 1.03, -1.94], [-0.40, -0.38, 0.35], [-0.07, -0.58, 0.79], [-0.07, 0.41, 1.11], [-0.40, 0.32, -0.58], [0.47, -1.73, -1.22], [0.11, 0.24, -0.08], [-0.53, -0.35, 0.20], [1.64, 0.93, -0.38], [0.46, 0.66, -0.09], [-0.83, -0.42, -0.05], [-0.83, -0.32, 0.00], [-0.22, 0.66, 0.58], [0.26, -0.88, 0.56], [-0.90, -0.39, -0.27], [-0.56, -1.24, 0.16], [-0.25, 0.48, -0.77], [0.14, -0.54, -0.83], [-0.76, 0.57, 0.23], [0.31, -0.84, 0.22], [0.00, -0.10, -0.16], [0.04, 0.21, -0.07], [0.45, 0.91, -0.53], [0.00, -0.10, 0.22], [-0.07, 0.09, -0.14], [0.82, 0.11, -0.63], [-0.17, -0.33, 0.75], [-0.43, 0.16, 0.96], [0.09, 0.12, -0.89], [0.01, 0.27, 0.01], [0.70, -0.19, -0.75], [0.61, 0.74, 0.38], [-0.90, 0.28, -0.03], [-0.17, -0.12, -0.12], [0.68, 0.34, 0.47], [0.07, 0.10, 0.13], [0.18, 0.15, -0.07], [1.02, -0.25, 0.48], [0.44, 0.25, -0.80], [0.00, -0.08, 0.21], [-0.07, -0.15, -0.09], [-0.16, 0.78, -0.64], [-0.40, -0.96, -0.10], [0.78, 0.60, -0.24], [-0.12, -0.01, 0.13], [-0.19, -0.08, -0.12], [0.81, -0.53, 0.17], [-0.08, -0.26, -0.03], [-0.04, 0.63, 0.85], [0.16, -0.02, -0.17], [-0.16, 0.13, 0.13], [-0.09, -0.15, 0.13], [0.15, -0.12, -0.14], [-0.13, -0.02, 0.14], [-0.12, -0.11, 0.03], [0.19, 0.01, 0.13], [-0.10, -0.03, 0.12], [0.02, 0.21, -0.06], [-0.16, 0.98, 0.00], [-0.54, 0.29, 0.54], [-0.18, -0.15, -0.89], [0.13, -0.12, -0.14], [-0.17, 0.96, -0.39], [-0.17, 0.17, -0.05]]
}

2.
{
  "formula": "C3H8N3",
  "method": "ωB97M-V/def2-TZVPD",
  "orbital_gap_ev": [7.607, 8.366],
  "molar_mass_da": 86.12,
  "charge": 1,
  "total_energy_ha": -282.9304,
  "spin_multiplicity": 1,
  "relative_energy_kj_mol": 612.8,
  "elements": ["N", "N", "N", "C", "C", "C", "H", "H", "H", "H", "H", "H", "H", "H"],
  "xyz": [[0.35801, -1.32579, 0.37284], [-0.67392, 0.38084, -1.01520], [1.43381, -0.35408, 0.32343], [0.71349, 0.64489, 0.99999], [-0.50201, 1.07486, 0.22121], [-0.53619, -1.07029, -0.63158], [-1.63131, 0.51008, -1.40332], [-1.44864, 0.99048, 0.81758], [-0.30445, -1.67718, -1.67074], [-0.39831, 2.15290, -0.06977], [2.21059, -0.78119, 0.95598], [1.64129, -0.06816, -0.67228], [0.63400, 0.94385, 2.05895], [-1.49635, -1.42120, -0.28709]],
  "forces_ev_per_angstrom": [[1.42, 0.95, 2.33], [0.65, -1.68, -0.20], [2.62, -1.19, 0.19], [-4.19, -0.11, -0.31], [-0.83, 2.19, 0.09], [-1.91, -0.42, -4.47], [1.18, 0.10, 0.29], [0.98, 0.26, 0.36], [-0.20, 1.17, 2.40], [-0.07, -0.45, 0.56], [-1.08, 1.03, -1.97], [0.57, -0.35, 1.00], [1.19, -0.92, -0.44], [-0.35, -0.58, 0.17]]
}

3.
{
  "formula": "C3H14NO4",
  "method": "ωB97M-V/def2-TZVPD",
  "orbital_gap_ev": 10.987,
  "molar_mass_da": 128.15,
  "charge": 1,
  "total_energy_ha": -478.1408,
  "spin_multiplicity": 1,
  "relative_energy_kj_mol": 169.3,
  "elements": ["O", "O", "O", "O", "N", "C", "C", "C", "H", "H", "H", "H", "H", "H", "H", "H", "H", "H", "H", "H", "H", "H"],
  "xyz": [[-2.15382, -1.08818, 1.42528], [1.48060, -0.76407, -0.13570], [0.91047, -0.86681, -2.66952], [2.01221, 1.92046, 1.51004], [-0.23597, 1.32010, 0.03193], [-0.72849, -0.04831, -0.20961], [-2.18713, -0.41952, 0.13280], [0.19238, -1.11652, 0.43423], [0.23553, -0.94891, 1.51329], [-0.86237, 1.95116, -0.47443], [-2.43856, -1.26818, -0.55950], [2.55958, 1.27926, 1.98697], [2.02761, -1.54486, -0.24776], [0.99257, -0.66357, -3.60739], [-0.00820, -2.17467, 0.29186], [1.72578, -1.04133, -2.17553], [-2.94182, 0.37048, 0.24268], [-2.90646, -0.76303, 1.92477], [-0.66821, -0.18396, -1.29354], [2.48072, 2.74972, 1.41024], [-0.11487, 1.76955, 0.95791], [0.62846, 1.53120, -0.48903]],
  "forces_ev_per_angstrom": [[-0.23, 0.73, -0.17], [0.08, -0.26, 0.54], [-0.79, 0.09, 0.13], [-0.50, -0.32, -0.07], [-0.25, 2.20, -0.81], [-1.09, -2.62, -0.43], [0.39, -1.42, 1.45], [1.51, 1.65, -0.10], [-0.05, -0.04, -0.06], [-0.46, -0.05, 0.19], [-0.15, 1.36, 0.08], [0.03, 0.49, -0.21], [0.01, -0.18, 0.37], [0.77, -0.29, 0.24], [-0.69, 0.23, -0.46], [-0.22, 0.41, -1.02], [0.33, -0.01, -0.94], [-0.03, -0.24, 0.24], [0.40, 0.26, 0.15], [0.45, 0.00, 0.30], [0.14, -1.10, 0.00], [0.34, -0.89, 0.59]]
}

4.
{
  "formula": "C6H16Br2NPSi",
  "method": "ωB97M-V/def2-TZVPD",
  "orbital_gap_ev": 8.989,
  "molar_mass_da": 321.07,
  "total_energy_ha": -6071.9023,
  "spin_multiplicity": 1,
  "relative_energy_kj_mol": 0.0,
  "elements": ["Br", "Br", "P", "Si", "N", "C", "C", "C", "C", "C", "C", "H", "H", "H", "H", "H", "H", "H", "H", "H", "H", "H", "H", "H", "H", "H", "H"],
  "xyz": [[3.04440, -0.08442, 0.98382], [1.91156, -2.07738, -1.66816], [1.25936, -0.20296, -0.62191], [-1.09176, -0.92110, 1.02321], [-0.20276, -0.11431, -0.17399], [-0.40346, -2.69740, 1.34874], [0.67977, 1.37048, -2.87005], [1.63047, 1.30090, -1.63115], [-0.74667, 0.07757, 2.66577], [1.50312, 2.48409, -0.68317], [-2.96241, -1.00501, 0.36168], [-0.01937, -0.54606, 3.26345], [1.29198, 2.04194, 0.33167], [1.06117, 2.17783, -3.55198], [0.97315, 0.45409, -3.42339], [2.38906, 3.13888, -0.49596], [-1.72485, 0.08133, 3.23938], [0.56941, -3.04392, 1.44028], [-3.58744, -0.74676, 1.19146], [-0.14797, 0.92800, 2.56829], [-0.98249, -3.35412, 0.68364], [-3.07138, -0.28800, -0.41245], [-3.31695, -1.93372, -0.23677], [0.67086, 3.16215, -0.88647], [-0.91069, -2.90408, 2.33059], [-0.42474, 1.45971, -2.77215], [2.60863, 1.24226, -2.00439]],
  "forces_ev_per_angstrom": [[-1.17, -0.16, -0.86], [-0.18, 0.58, 0.16], [0.17, 0.64, 0.22], [0.08, -0.87, 0.70], [1.47, 0.00, -0.81], [-4.12, 0.66, 0.56], [1.34, -0.42, -1.02], [-1.86, 0.48, -0.19], [-1.27, -3.48, 0.48], [0.00, 0.35, 2.36], [1.45, -1.83, -0.36], [-0.96, 0.03, -0.49], [0.05, 0.92, -0.70], [-0.47, -0.40, 0.80], [-0.84, 0.29, -0.05], [-0.35, -0.83, -0.65], [1.34, 0.78, -0.34], [2.03, -0.05, -0.05], [-0.81, -0.12, 0.29], [-0.05, 2.03, -0.40], [0.41, -0.04, -0.15], [0.08, 1.30, -0.45], [0.78, 1.00, 1.68], [-0.03, -0.34, -0.29], [0.49, 0.01, -0.44], [0.98, -0.17, 0.49], [1.45, -0.35, -0.50]]
}

Repeat the second record exactly.
{
  "formula": "C3H8N3",
  "method": "ωB97M-V/def2-TZVPD",
  "orbital_gap_ev": [7.607, 8.366],
  "molar_mass_da": 86.12,
  "charge": 1,
  "total_energy_ha": -282.9304,
  "spin_multiplicity": 1,
  "relative_energy_kj_mol": 612.8,
  "elements": ["N", "N", "N", "C", "C", "C", "H", "H", "H", "H", "H", "H", "H", "H"],
  "xyz": [[0.35801, -1.32579, 0.37284], [-0.67392, 0.38084, -1.01520], [1.43381, -0.35408, 0.32343], [0.71349, 0.64489, 0.99999], [-0.50201, 1.07486, 0.22121], [-0.53619, -1.07029, -0.63158], [-1.63131, 0.51008, -1.40332], [-1.44864, 0.99048, 0.81758], [-0.30445, -1.67718, -1.67074], [-0.39831, 2.15290, -0.06977], [2.21059, -0.78119, 0.95598], [1.64129, -0.06816, -0.67228], [0.63400, 0.94385, 2.05895], [-1.49635, -1.42120, -0.28709]],
  "forces_ev_per_angstrom": [[1.42, 0.95, 2.33], [0.65, -1.68, -0.20], [2.62, -1.19, 0.19], [-4.19, -0.11, -0.31], [-0.83, 2.19, 0.09], [-1.91, -0.42, -4.47], [1.18, 0.10, 0.29], [0.98, 0.26, 0.36], [-0.20, 1.17, 2.40], [-0.07, -0.45, 0.56], [-1.08, 1.03, -1.97], [0.57, -0.35, 1.00], [1.19, -0.92, -0.44], [-0.35, -0.58, 0.17]]
}